# 1
C3H3CoLi2O3 as an isolated structure, computed with wB97M-V/def2-TZVPD.

Last column: Löwdin charge in e.
Atoms and positions in Å:
O (0.6807, -1.6642, -0.0510)  -0.06
Li (-0.7995, -2.6232, 0.4141)  0.86
C (0.7136, -0.4565, 0.3001)  -0.43
O (2.0004, -0.1105, 0.5822)  -0.18
C (2.3289, 1.3111, 0.3758)  -0.12
H (2.9806, 1.3511, -0.5111)  0.10
H (2.9372, 1.5874, 1.2514)  0.07
Co (0.3331, 1.8376, 0.3017)  0.90
C (-1.5384, 0.5364, 0.9878)  0.07
O (-1.4472, 1.0076, -0.2188)  -0.06
Li (0.6364, 0.6720, 2.3207)  0.76
H (-1.2006, 0.2707, 2.0040)  0.07

Force components x, y, z for each atom (eV/Å):
-1.98 2.31 0.99
0.03 -0.73 -0.47
3.54 -2.27 -0.11
-0.10 -0.07 0.02
-0.52 -0.33 1.06
-0.66 0.37 0.09
-0.20 0.22 -0.37
0.88 0.46 -2.02
-0.82 0.77 -6.22
-1.07 -1.10 6.55
1.52 -0.44 0.81
-0.61 0.81 -0.34

## Properties
Charge: +2
LUMO (spin up / spin down): -10.31 / -10.94 eV
Energy above the lowest of the compared OMol25 structures with the same formula, charge and spin: 430.6 kJ/mol
Multiplicity: 5



# 2
A 2-piece molecular cluster, C4H7O3 overall, computed with wB97M-V/def2-TZVPD.

Last column: Löwdin charge in e.
Atoms and positions in Å:
C (-2.4746, -0.0629, -0.2928)  -0.02
C (2.0809, -0.6278, -0.6228)  -0.08
C (-1.1314, -2.1198, -0.5265)  0.15
C (-1.0225, 1.9314, -0.0593)  0.12
O (1.0986, -0.1438, -0.1499)  -0.04
O (-1.6396, -1.0046, -0.2139)  0.09
O (-2.3021, 1.1490, -0.0531)  0.06
H (2.9911, -0.0179, -0.9587)  0.12
H (2.1844, -1.7083, -0.4854)  0.09
H (-0.6952, -2.6800, 0.3212)  0.14
H (-0.8142, -2.5269, -1.5039)  0.14
H (-1.3463, 2.5779, 0.6770)  0.10
H (-1.1185, 2.4804, -0.9125)  0.09
H (-0.2000, 1.2950, 0.0955)  0.05

Force components x, y, z for each atom (eV/Å):
-2.90 1.02 0.07
2.03 -0.03 0.82
1.82 -1.78 0.74
-1.73 -1.27 1.11
-0.90 0.77 -0.16
2.04 -0.08 -0.16
0.28 -1.43 -0.95
-1.21 -0.65 -0.03
0.45 -0.38 -0.70
-0.87 0.38 -0.24
-0.96 1.19 -0.01
0.57 1.48 2.08
0.42 1.08 -2.72
0.96 -0.31 0.15

## Properties
Charge: +1
LUMO (spin up / spin down): -6.29 / -5.55 eV
Energy above the lowest of the compared OMol25 structures with the same formula, charge and spin: 564.5 kJ/mol



# 3
An isolated molecule of C2H8O6P2, computed with wB97M-V/def2-TZVPD.

Last column: Löwdin charge in e.
Atoms and positions in Å:
O (1.2445, 1.7401, -1.9011)  -0.30
P (0.7520, 0.8518, -0.8390)  0.48
O (0.9343, 1.4773, 0.5768)  -0.13
C (1.5574, -1.2520, -0.6295)  -0.05
C (1.5391, -1.4596, 0.9220)  -0.27
O (0.2279, -1.1349, 1.4754)  -0.14
O (-0.8084, 0.4098, -0.9365)  -0.48
P (-2.2577, 1.4227, -1.0571)  0.80
O (-3.4786, 0.3991, -1.0738)  -0.23
O (-2.4347, 1.6290, 0.5260)  -0.30
H (1.2216, 0.7143, 1.1047)  0.04
H (2.4983, -1.1415, -1.0941)  0.05
H (0.8219, -1.6601, -1.2039)  0.02
H (1.7524, -2.5909, 1.0674)  0.14
H (2.1977, -0.7938, 1.5259)  0.12
H (-0.4200, -0.9446, 0.7463)  0.07
H (-3.6010, 0.0599, -0.1892)  0.05
H (-1.7468, 2.2734, 0.9797)  0.14

Force components x, y, z for each atom (eV/Å):
-0.29 -0.46 0.19
0.30 -2.79 -2.25
0.42 0.15 1.28
0.02 5.67 3.06
-1.12 -1.54 -0.96
-0.14 -0.17 -1.08
-0.47 0.45 -0.03
1.20 -0.02 -0.39
0.24 -0.44 -1.14
2.20 2.65 2.58
-0.38 0.43 0.82
1.06 -0.29 -0.39
-1.83 -1.82 -1.22
-0.13 1.90 0.34
0.34 -0.89 -0.81
0.88 -0.39 0.83
-0.32 -0.48 0.62
-1.97 -1.96 -1.44

## Properties
LUMO: 0.43 eV
Energy above the lowest of the compared OMol25 structures with the same formula, charge and spin: 0.0 kJ/mol
SMILES: O=[P@](O)(CCO)OP(O)O



# 4
C3H3O2Pb as an isolated structure, computed with wB97M-V/def2-TZVPD.

Last column: Löwdin charge in e.
Atoms and positions in Å:
O (-0.5579, 0.0836, -2.0977)  0.41
C (-1.0547, 0.2789, -1.1146)  -0.02
H (-2.6551, -0.2507, -0.1614)  0.19
C (-1.7656, 0.3918, 0.1117)  0.09
H (-1.1047, 0.1933, 0.9688)  0.11
H (-2.0925, 1.4367, 0.2374)  0.16
C (1.5341, -0.6342, 0.7689)  0.22
Pb (5.0261, -0.8444, 0.5564)  2.03
O (2.6704, -0.6551, 0.7304)  -0.19

Force components x, y, z for each atom (eV/Å):
-0.25 0.29 0.71
0.36 -0.10 -0.93
0.49 0.23 1.13
-0.62 0.44 -0.53
-0.55 -0.64 -0.25
-0.18 -0.07 -0.26
-0.51 0.03 0.03
1.39 -0.15 0.01
-0.13 -0.04 0.09

## Properties
Charge: +3
LUMO: -15.58 eV



# 5
C5H15N7S5SbV as an isolated structure, computed with wB97M-V/def2-TZVPD.

Last column: Löwdin charge in e.
Atoms and positions in Å:
V (0.7121, -1.6685, 0.5133)  -0.07
S (4.3143, -0.7717, -0.5498)  -0.26
Sb (3.7091, -2.5234, 0.7880)  0.37
S (1.7181, -3.3115, -0.7770)  -0.08
S (0.2828, -4.0622, 0.5616)  0.01
S (2.0669, -1.6645, 2.3594)  -0.10
C (2.6974, 2.5867, 0.2370)  -0.03
N (1.2345, 2.5466, 0.3286)  -0.14
C (0.5334, 3.7956, 0.5437)  -0.05
C (0.6198, 1.3442, 0.2742)  -0.39
N (1.1749, 0.2469, -0.0956)  0.03
N (-0.7319, 1.3526, 0.6444)  0.17
C (-1.5563, 0.2766, 0.9073)  -0.47
N (-2.8549, 0.6194, 1.1311)  0.15
N (-1.1254, -0.9387, 0.9930)  0.04
H (3.0399, 3.4856, 0.7431)  0.09
H (3.0345, 2.6065, -0.8015)  0.10
H (3.1347, 1.7169, 0.7243)  0.06
H (1.1551, 4.6047, 0.1676)  0.09
H (0.3239, 3.9906, 1.5997)  0.10
H (-0.3937, 3.8389, -0.0312)  0.09
H (2.1667, 0.3073, -0.3473)  -0.06
H (-1.1182, 2.2441, 0.9034)  0.12
H (-3.1770, 1.4796, 0.7168)  0.11
H (-3.5043, -0.1430, 0.9853)  0.06
H (-1.8739, -1.5972, 1.1796)  0.09
N (-2.3563, -3.6408, -1.5369)  0.09
C (-2.2973, -2.3135, -1.6883)  -0.99
N (-1.0687, -1.7891, -1.9394)  0.06
S (-3.6591, -1.3130, -1.5504)  0.54
H (-1.5287, -4.1212, -1.1879)  0.01
H (-3.2424, -4.0033, -1.2256)  0.09
H (-0.3331, -2.3561, -2.3392)  0.06
H (-1.0968, -0.8253, -2.2314)  0.09

Force components x, y, z for each atom (eV/Å):
0.01 -0.18 0.18
-0.11 0.00 0.00
0.20 0.02 -0.05
-0.21 -0.18 0.25
0.20 0.08 -0.43
-0.04 0.06 0.00
-0.17 0.01 -0.08
0.19 -0.17 0.05
-0.05 0.11 -0.09
-0.21 0.06 0.03
-0.07 -0.04 0.02
-0.01 0.02 0.03
0.09 0.02 -0.07
0.06 -0.01 0.11
-0.20 0.25 0.00
0.04 -0.01 0.01
0.01 -0.01 0.00
0.03 0.01 0.03
0.00 -0.01 0.04
-0.01 -0.02 0.02
0.00 0.01 0.00
0.09 -0.02 -0.03
0.02 -0.04 0.01
0.00 -0.03 -0.05
-0.01 0.05 -0.01
0.04 0.00 -0.01
-0.01 -0.08 0.17
-0.28 0.29 0.03
-0.11 0.15 -0.10
0.35 -0.26 -0.05
0.10 0.01 -0.03
-0.01 0.02 -0.05
-0.05 -0.10 0.07
0.14 -0.01 -0.01

## Properties
LUMO (spin up / spin down): -0.31 / -0.22 eV
Energy above the lowest of the compared OMol25 structures with the same formula, charge and spin: 0.0 kJ/mol
Multiplicity: 3



# 6
C25H47Cl3MoO2P2 as an isolated structure, computed with wB97M-V/def2-TZVPD.

Last column: Löwdin charge in e.
Atoms and positions in Å:
Mo (-0.7851, 0.7487, 0.5101)  0.52
Cl (0.1385, 2.8616, -0.1247)  -0.07
P (-2.7954, 1.0650, 1.4525)  0.85
C (-3.4658, 1.9649, -0.0183)  -0.52
C (-3.7070, -0.5410, 1.8480)  -0.49
C (-2.5764, 2.2737, 2.8464)  -0.54
C (-2.7350, 1.5993, -1.3429)  -0.16
H (-3.2881, 3.0408, 0.1694)  0.11
C (-5.0093, 1.7515, -0.0918)  -0.11
H (-5.2466, 0.7086, -0.3631)  0.07
H (-5.4167, 2.4158, -0.8741)  0.08
H (-5.4941, 2.0213, 0.8636)  0.06
H (-1.6883, 1.9944, -1.3821)  -0.03
H (-3.2882, 2.0912, -2.1643)  0.10
H (-2.7537, 0.5123, -1.5875)  0.05
H (-2.1144, 3.1482, 2.3444)  0.10
C (-1.5891, 1.7713, 3.9251)  -0.15
C (-3.9699, 2.6470, 3.3681)  -0.13
H (-4.5239, 3.2442, 2.6285)  0.07
H (-3.8451, 3.2639, 4.2698)  0.08
H (-4.5473, 1.7467, 3.6368)  0.07
H (-1.0554, 0.8439, 3.6416)  0.03
H (-2.1042, 1.5983, 4.8838)  0.07
H (-0.8044, 2.5291, 4.0874)  0.08
C (-3.5330, -1.5088, 0.6370)  -0.12
H (-4.7890, -0.3342, 2.0020)  0.10
C (-3.1160, -1.1798, 3.1533)  -0.12
H (-3.9758, -1.1202, -0.3025)  0.06
H (-4.0147, -2.4859, 0.8508)  0.09
H (-2.4425, -1.6902, 0.4657)  0.05
H (-2.0634, -1.4793, 2.9598)  0.04
H (-3.7116, -2.0726, 3.4203)  0.08
H (-3.1677, -0.4806, 4.0050)  0.06
Cl (0.4232, -1.0316, 1.5732)  -0.06
H (-0.0715, 1.3833, 1.7527)  -0.13
P (4.0182, 1.0698, -0.8410)  1.21
C (4.1935, 2.5657, 0.1811)  -0.49
C (4.3208, -0.5820, -0.0891)  -0.49
C (3.1526, 1.3323, -2.4111)  -0.50
C (3.4384, 2.6597, 1.5405)  -0.09
H (3.8504, 3.4158, -0.4443)  0.12
C (5.7391, 2.5835, 0.2509)  -0.13
H (6.1045, 1.7528, 0.8840)  0.08
H (6.0533, 3.5499, 0.6578)  0.09
H (6.1411, 2.4843, -0.7745)  0.07
H (2.3419, 2.7376, 1.4302)  0.02
H (3.7691, 3.5539, 2.1057)  0.09
H (3.6429, 1.7917, 2.1799)  0.05
H (2.6365, 2.3150, -2.3449)  0.11
C (2.0879, 0.3833, -3.0150)  -0.10
C (4.4550, 1.4563, -3.2470)  -0.14
H (4.9512, 2.4118, -3.0112)  0.08
H (4.1890, 1.4351, -4.3098)  0.09
H (5.1467, 0.6239, -3.0121)  0.08
H (1.2596, 0.0820, -2.3434)  0.04
H (2.5360, -0.5444, -3.4077)  0.08
H (1.6093, 0.9256, -3.8578)  0.10
C (4.2524, -0.6694, 1.4515)  -0.11
H (5.3807, -0.6006, -0.4528)  0.11
C (3.4879, -1.7507, -0.6799)  -0.09
H (4.7462, 0.1668, 1.9531)  0.05
H (4.7637, -1.5863, 1.7969)  0.10
H (3.1950, -0.7256, 1.7647)  0.04
H (2.4624, -1.7058, -0.2781)  0.04
H (3.9342, -2.7154, -0.3886)  0.09
H (3.4484, -1.7350, -1.7706)  0.06
Cl (-1.0603, -7.8664, -2.1930)  0.65
C (-1.1542, -6.1576, -2.2715)  -0.71
C (-1.9607, -5.5459, -3.2549)  -0.10
C (-2.0576, -4.1507, -3.2892)  -0.03
C (-1.3549, -3.3679, -2.3747)  -0.15
C (-0.5251, -3.9690, -1.4235)  -0.03
C (-0.4347, -5.3680, -1.3659)  -0.11
C (-1.5193, -1.8545, -2.3679)  -0.63
O (-2.7380, -1.4636, -2.3520)  -0.07
O (-0.4379, -1.1878, -2.3298)  -0.09
H (-2.5005, -6.1627, -3.9593)  0.09
H (-2.6924, -3.6841, -4.0313)  0.11
H (0.0532, -3.3558, -0.7332)  0.09
H (0.2013, -5.8488, -0.6153)  0.10

Force components x, y, z for each atom (eV/Å):
2.64 -1.74 -2.40
0.17 0.15 -0.23
0.83 -0.24 0.54
-1.09 0.32 0.11
-0.39 0.04 0.32
-0.94 -0.25 -0.27
-0.28 -0.33 0.12
0.01 -0.40 0.14
0.33 0.27 -0.40
0.02 0.45 0.18
0.05 -0.32 0.24
0.17 -0.23 -0.41
-0.84 -0.26 -0.06
0.39 -0.09 0.24
0.04 0.48 0.16
-0.32 -0.52 0.06
0.15 -0.16 0.17
0.29 0.45 0.60
0.07 -0.28 0.21
-0.31 -0.10 -0.12
0.13 0.36 -0.06
-0.37 0.48 0.10
0.12 0.05 -0.30
-0.34 -0.26 0.02
0.14 0.29 0.12
0.56 -0.04 -0.06
-0.15 0.27 -0.56
0.43 -0.24 0.54
0.29 0.54 0.01
-0.84 0.01 0.00
-0.61 0.17 0.29
0.32 0.34 -0.21
0.13 -0.30 -0.32
-0.44 0.28 -0.41
-0.04 0.55 1.20
-2.17 -0.16 0.91
-0.22 0.20 0.26
0.46 -0.42 -0.11
-0.51 0.20 -0.34
0.09 -0.08 0.18
0.16 -0.57 0.07
-0.05 0.48 0.33
0.01 0.49 -0.30
0.22 -0.24 0.10
0.11 0.08 0.58
0.54 -0.11 -0.25
0.01 -0.35 -0.46
-0.06 0.31 -0.21
0.57 -0.41 0.32
-0.01 -0.29 0.09
-0.27 0.18 -0.62
0.02 -0.37 -0.22
0.25 0.03 0.06
-0.26 0.35 -0.45
0.55 0.26 -0.22
-0.15 0.37 0.10
0.38 -0.33 0.41
0.06 0.07 0.03
-0.46 -0.77 0.55
0.04 0.28 -0.13
-0.09 -0.15 -0.07
-0.25 0.30 -0.35
0.46 0.13 -0.08
0.34 0.00 -0.24
-0.05 0.45 0.05
-0.06 0.02 0.10
0.07 -0.66 0.04
-0.27 1.71 -0.32
0.59 0.14 0.73
0.16 -0.74 0.27
0.18 0.14 0.12
-0.18 -0.67 -0.43
-0.02 0.00 -0.03
-1.00 0.30 0.13
2.17 -0.14 -0.17
-1.19 0.05 0.41
-0.01 -0.01 -0.02
-0.01 0.09 0.10
-0.19 -0.07 -0.15
-0.28 0.14 -0.29

## Properties
LUMO (spin up / spin down): 0.03 / -2.17 eV
Energy above the lowest of the compared OMol25 structures with the same formula, charge and spin: 259.9 kJ/mol
Multiplicity: 3



In eV, the total energy values for the records above are, in order, -47314.934 -10389.803 -33068.602 -12466.496 -102265.892 -88780.068.